1.
52
Properties=species:S:1:pos:R:3 method="wB97M-V/def2-TZVPD" total_charge=0 lumo_energy_ev=-0.07 max_force_ev_per_a=1.7 homo_energy_ha=-0.282
Cs -0.25371 -0.90635 0.02813
C 1.69584 -4.08480 -0.97375
O 0.51857 -3.89995 -0.20772
C 0.67228 -4.27689 1.14140
C -0.65339 -4.14220 1.87386
O -1.02039 -2.81101 2.20819
C -0.46557 -2.30283 3.40781
C -0.97329 -0.88789 3.66180
O -0.40899 0.10549 2.82582
C 0.86457 0.56466 3.23028
H 1.95971 -5.14859 -0.98476
H 2.52073 -3.49323 -0.56676
H 1.47954 -3.73556 -1.97958
H 1.45420 -3.67033 1.62360
H 1.00050 -5.32593 1.19917
H -0.65611 -4.73844 2.79540
H -1.44721 -4.52553 1.23185
H 0.63151 -2.31912 3.37489
H -0.78313 -2.93331 4.25157
H -0.79747 -0.61100 4.70961
H -2.05069 -0.85995 3.49115
H 0.81049 0.99191 4.23808
H 1.16808 1.33728 2.52710
H 1.61024 -0.23740 3.21342
O -2.54145 -0.08208 -0.99010
C -3.03491 1.03232 -1.04700
C -2.32820 2.29159 -1.22621
C -3.17495 3.40421 -1.36615
C -2.62238 4.64009 -1.60085
C -1.24562 4.83354 -1.70802
C -0.40567 3.76507 -1.56516
C -0.89324 2.44230 -1.30561
O -0.09879 1.46966 -1.15802
N -3.52108 5.80757 -1.76075
O -4.71704 5.61505 -1.67780
O -3.01627 6.88743 -1.98585
H -4.13476 1.12533 -0.96625
H -4.24448 3.27633 -1.29377
H -0.85539 5.82171 -1.90129
H 0.66483 3.90443 -1.63716
C 4.22723 0.87670 -0.84723
O 3.41289 0.69658 -2.00272
C 2.43767 -0.21533 -1.87075
O 2.29653 -0.88130 -0.86902
N 1.66358 -0.23160 -2.98370
N 0.38522 -0.86125 -2.94230
H 5.03114 1.53199 -1.16705
H 4.61579 -0.08014 -0.50022
H 3.64008 1.34939 -0.05954
H 1.72682 0.62870 -3.51053
H 0.11842 -0.90766 -3.91789
H -0.26229 -0.22966 -2.45960

2.
18
Properties=species:S:1:pos:R:3 method="wB97M-V/def2-TZVPD" total_charge=+1 lumo_energy_ev=-5.19 smiles="C=C=[NH+]CCOC=C" max_force_ev_per_a=5.1 homo_energy_ha=-0.478
C 2.87332 1.42054 -0.96252
C 1.62253 1.58710 -0.81104
N 0.49084 1.19856 -0.40413
C -0.24201 0.16808 -1.15685
C -0.08986 -1.11046 -0.27120
O -0.02996 -0.68536 1.09522
C -1.24955 -0.39521 1.60495
C -2.41638 -1.00412 1.45450
H 3.67117 2.03187 -1.41000
H 3.07424 0.33828 -0.57625
H -0.04055 1.51267 0.40936
H 0.30534 -0.14925 -2.06653
H -1.24527 0.45452 -1.36573
H -0.80575 -1.81693 -0.39037
H 0.97925 -1.49750 -0.40143
H -0.95814 0.20638 2.51297
H -3.17253 -0.62396 2.02482
H -2.76671 -1.63521 0.71425

3.
10
Properties=species:S:1:pos:R:3 method="wB97M-V/def2-TZVPD" total_charge=0 s_squared=2.030 lumo_energy_ev="0.10 / -1.62" multiplicity=3 max_force_ev_per_a=6.9 homo_energy_ha="-0.253 / -0.346"
C 0.50254 0.78456 -0.35349
C 0.84749 -0.49851 0.17572
C -0.69512 1.35792 -0.40735
N -0.98313 -2.11590 0.41710
O 0.24101 -1.57059 0.48077
I -0.85366 3.53988 -0.84286
H 1.35679 1.49109 -0.69526
H 1.94771 -0.65405 0.52971
H -1.60966 0.75372 -0.04023
H -0.75397 -3.08813 0.73588

4.
39
Properties=species:S:1:pos:R:3 method="wB97M-V/def2-TZVPD" total_charge=-1 lumo_energy_ev=0.87 max_force_ev_per_a=2.2 homo_energy_ha=-0.214
O -1.88750 -0.81025 4.57283
N -1.95542 -1.60490 3.73672
O -3.10849 -1.33662 2.87846
S -3.61712 -2.69252 2.08340
O -4.31127 -2.14141 0.97142
O -2.46339 -3.40694 1.72464
N -4.54119 -3.62898 2.96566
S -5.32285 -2.92280 4.17622
O -4.57904 -2.00976 4.98422
O -5.93935 -3.95126 4.93664
P -7.07324 -1.93600 3.29254
O -6.89138 -2.17703 1.70516
I -6.56696 0.42681 3.73890
H -5.98996 -1.90603 1.39771
C -6.73938 3.89644 1.03316
Br -8.59780 4.03167 1.51915
Br -5.64283 3.46536 2.54998
Br -6.46892 2.64258 -0.40125
H -6.43075 4.86587 0.67563
C -2.32408 -0.16508 -1.18132
Br -0.78092 -0.46354 -0.07235
Br -3.70129 0.75838 -0.22942
Br -1.84912 0.73047 -2.82474
H -2.71494 -1.13708 -1.44420
C 2.45605 1.61398 -0.62954
Br 2.21483 3.51157 -0.42878
Br 3.12672 1.16358 -2.37620
Br 3.57184 0.88872 0.76257
H 1.48250 1.15594 -0.53458
C 7.03398 0.21125 -3.64182
Br 5.59693 -0.29008 -4.81257
Br 8.59866 -0.87538 -3.93971
Br 7.42928 2.08836 -3.76269
H 6.70334 0.02031 -2.63172
C 12.32338 0.30976 -4.24394
Br 12.05300 2.20292 -4.05094
Br 13.05008 -0.13117 -5.97031
Br 13.39826 -0.40314 -2.81628
H 11.35365 -0.15957 -4.17742

5.
40
Properties=species:S:1:pos:R:3 method="wB97M-V/def2-TZVPD" total_charge=+1 s_squared=0.755 lumo_energy_ev="-4.71 / -8.82" multiplicity=2 max_force_ev_per_a=8.9 homo_energy_ha="-0.483 / -0.483"
O -0.97042 3.09236 0.19312
C -0.62672 2.24082 1.06368
N 0.12247 1.18346 0.63627
C 0.70066 0.05742 1.42468
C 1.00948 -1.27518 0.60744
C 1.41271 -2.40636 1.51247
C 1.05844 -3.57649 0.90499
H -0.83545 2.39715 2.16800
H 0.52473 1.22389 -0.21531
H 1.62247 0.33449 1.82995
H -0.11550 -0.18175 2.14377
H 1.68707 -0.93375 -0.21571
H 0.02166 -1.69354 0.12111
H 1.87528 -2.38708 2.43340
H 0.57660 -3.56576 -0.07192
H 1.19661 -4.57023 1.19094
H 2.55734 1.50863 -3.27467
H 2.01840 2.63915 -2.52444
O 2.78849 2.39373 -3.01161
H -0.38906 2.81412 -1.08034
H -0.49160 2.71609 -2.46607
O 0.12006 2.49121 -1.92021
H -3.33687 -2.62139 2.03600
H -3.57912 -2.03976 0.63870
O -3.49600 -1.64551 1.53284
H 2.99432 0.99224 -1.80230
H 2.30721 -0.32930 -1.87259
O 2.60662 0.28307 -1.28256
H 0.97404 -3.86329 -2.70968
H 1.74505 -4.69570 -1.77476
O 1.90096 -3.94938 -2.40850
H -1.47643 0.12715 4.38716
H -0.30899 1.06610 3.63892
O -1.02975 0.47408 3.68348
H -1.53351 -1.04734 0.75681
H -2.48549 -0.61007 -0.55650
O -1.91815 -1.31304 -0.18435
H -3.38150 1.44697 -1.20498
H -2.93341 2.73427 -0.92065
O -2.67912 1.92514 -1.37575

6.
20
Properties=species:S:1:pos:R:3 method="wB97M-V/def2-TZVPD" total_charge=0 lumo_energy_ev=-1.77 smiles="C=C/C=C/C(=C)CC" max_force_ev_per_a=7.9 homo_energy_ha=-0.243
C -3.02211 1.95733 -1.37867
C -2.22136 0.76467 -1.04542
C -0.89214 0.49872 -1.34771
C -0.08042 -1.01314 -0.88313
C 1.04050 -1.01468 -0.09348
C 2.00092 -2.04916 0.06999
C 1.24617 0.26244 0.69907
C 1.30808 -0.01926 2.24471
H -4.05125 1.95580 -1.33466
H -2.71682 2.63920 -2.16689
H -2.78806 -0.06592 -0.75140
H -0.19917 1.27874 -1.76853
H -0.64065 -1.74736 -1.37215
H 2.07002 -2.81941 -0.75832
H 2.59878 -1.96897 1.04355
H 2.12193 0.85716 0.34135
H 0.35463 0.92176 0.53759
H 1.23613 0.85846 2.85370
H 0.43017 -0.64530 2.50724
H 2.20465 -0.65107 2.60318

7.
57
Properties=species:S:1:pos:R:3 method="wB97M-V/def2-TZVPD" total_charge=0 s_squared=3.783 lumo_energy_ev="-0.31 / -0.51" multiplicity=4 max_force_ev_per_a=3.8 homo_energy_ha="-0.140 / -0.131"
P -1.62367 2.83101 -4.46644
P -4.77534 0.64632 -2.99232
C -3.19930 2.09793 -5.06306
C -4.41302 2.05976 -4.09296
H -2.98138 1.10426 -5.49869
H -3.49063 2.74380 -5.90816
H -4.46656 2.96800 -3.46594
H -5.31569 2.08468 -4.72968
C -5.49492 -0.66061 -4.02737
H -5.57130 -1.58676 -3.44098
H -4.88327 -0.85491 -4.91744
H -6.49656 -0.33970 -4.33512
C -6.12383 1.12949 -1.89346
H -7.06022 1.04006 -2.45760
H -5.99281 2.16499 -1.56129
H -6.16686 0.46026 -1.02376
C -0.55467 2.86258 -5.90658
H 0.47187 3.11302 -5.61160
H -0.92307 3.62862 -6.60177
H -0.56637 1.88752 -6.40900
C -1.89532 4.51602 -3.90001
H -2.75893 4.60265 -3.22527
H -2.08025 5.15685 -4.77743
H -0.99676 4.88934 -3.38738
V -0.10901 1.49632 1.01811
C -3.64444 -0.33910 -2.02115
C -2.90475 -1.42174 -2.64146
C -2.31107 -1.34667 -3.94949
C -0.79849 -0.99076 -3.81058
C -0.47214 0.42367 -3.87312
C -1.05474 1.61704 -3.28034
C -2.02139 1.82178 -2.02212
C -2.61756 0.64118 -1.28668
C 1.69974 2.41196 0.46579
H -4.24311 -0.77963 -1.18996
H -2.54876 -2.20847 -1.96373
H -2.80228 -0.60706 -4.60169
H -2.41705 -2.32549 -4.45300
H -0.36842 -1.55971 -2.96037
H -0.31891 -1.39538 -4.71703
H 0.40217 0.64216 -4.49560
H -0.13263 2.16188 -2.95055
H -2.82313 2.54926 -2.27361
H -1.39532 2.38780 -1.27847
H -1.80733 0.00484 -0.91929
H -3.11237 1.03954 -0.38013
H 2.03068 2.76692 1.44891
H 1.51270 3.18404 -0.28908
H 2.25411 1.54472 0.08353
F 1.53958 -2.73643 1.01289
C 0.99948 -1.89192 1.92626
F 0.62872 -2.59208 3.02553
F 1.93198 -0.97129 2.28421
S -0.49633 -1.08341 1.17213
O 0.10865 -0.32933 0.01975
O -1.41053 -2.12632 0.79474
O -0.90585 -0.08512 2.20946

8.
15
Properties=species:S:1:pos:R:3 method="wB97M-V/def2-TZVPD" total_charge=0 lumo_energy_ev="0.18 / 0.69" max_force_ev_per_a=2.4 homo_energy_ha="-0.249 / -0.282"
C -1.41636 1.26099 -0.32430
C -0.48538 0.21094 -0.04593
C -0.13771 -0.15347 1.38972
O 1.24807 -0.44126 1.35510
C 1.64953 -0.12279 0.06358
C 0.64986 -0.38559 -0.92205
O 0.27789 -1.74027 -1.19595
H -1.70574 1.97112 0.44949
H -1.85145 1.37779 -1.31430
H -1.57718 -0.18644 -0.29125
H -0.71041 -1.01860 1.74714
H -0.29633 0.69004 2.07267
H 2.44543 0.61039 -0.02313
H 0.81601 0.18013 -1.84673
H 1.09379 -2.25297 -1.11407

9.
11
Properties=species:S:1:pos:R:3 method="wB97M-V/def2-TZVPD" total_charge=0 lumo_energy_ev=0.58 smiles=F[C@H](Cl)C(Cl)[C@H](F)Cl max_force_ev_per_a=0.8 homo_energy_ha=-0.414
F -1.67826 -1.09945 -1.39636
C -1.23008 -0.22761 -0.44745
Cl -1.74560 1.39949 -0.89159
C 0.27102 -0.38273 -0.29838
Cl 1.11899 -0.02941 -1.80682
C 0.84284 0.40350 0.86942
F 0.92797 1.72584 0.57527
Cl 2.46307 -0.18091 1.31133
H -1.68929 -0.48098 0.48452
H 0.50423 -1.41670 -0.13181
H 0.21511 0.28896 1.73185

10.
65
Properties=species:S:1:pos:R:3 method="wB97M-V/def2-TZVPD" total_charge=+1 s_squared=0.767 lumo_energy_ev="-3.16 / -3.15" multiplicity=2 max_force_ev_per_a=0.9 homo_energy_ha="-0.365 / -0.365"
Co -0.86948 -0.39338 0.30838
C -1.80654 -3.29482 -1.02811
C -1.45793 -3.49460 0.44558
N -1.32183 -2.24973 1.24682
C -2.38468 -2.00133 2.24806
C -3.12576 -0.70102 2.00247
N -2.13364 0.33236 1.66645
C -2.68032 1.70704 1.60294
C -3.17951 2.11359 0.23177
C -2.02778 2.49114 -0.68579
N -1.09345 1.39068 -0.98472
C -1.25937 0.83050 -2.33209
C -2.42651 -0.15367 -2.40109
N -2.51453 -0.92256 -1.14698
C -2.95211 -2.32969 -1.28377
H -0.93334 -2.95410 -1.58743
H -2.06408 -4.27561 -1.43526
H -2.21837 -4.12776 0.91032
H -0.51824 -4.04360 0.51529
H -0.43962 -2.28299 1.74205
H -3.09188 -2.83168 2.26584
H -1.92981 -1.95894 3.23978
H -3.85194 -0.79391 1.19248
H -3.69208 -0.42128 2.89572
H -1.44780 0.33388 2.42184
H -3.46540 1.80135 2.35777
H -1.86918 2.37869 1.89055
H -3.82276 1.34290 -0.20691
H -3.82666 2.98470 0.34969
H -2.40621 2.91398 -1.62063
H -1.45051 3.27940 -0.19832
H -0.15380 1.78084 -0.91633
H -1.39512 1.61614 -3.08216
H -0.33721 0.30668 -2.57969
H -3.37153 0.35767 -2.60464
H -2.25537 -0.83912 -3.23162
H -3.18059 -0.44429 -0.55940
H -3.77639 -2.52458 -0.59152
H -3.35610 -2.49231 -2.28469
S 1.83786 -1.35325 -1.38935
C 0.56783 -0.94575 -0.66104
N 6.68859 -0.08312 -2.63950
C 5.63841 0.50597 -1.99394
C 4.49369 0.90245 -2.70059
C 3.45249 1.53437 -2.04875
C 3.52456 1.77869 -0.68262
C 4.65793 1.39691 0.02768
C 5.69963 0.76195 -0.61609
S 2.17075 2.52433 0.15586
O 2.69247 3.30273 1.24939
O 1.35599 3.16529 -0.85673
N 1.26819 1.30808 0.68425
C 1.39891 0.75043 1.88117
S 2.45588 1.18810 3.19297
C 1.81429 -0.11494 4.13601
C 0.85748 -0.76121 3.44508
N 0.61137 -0.28747 2.16880
H 6.61625 -0.34055 -3.60548
H 7.46542 -0.44778 -2.12132
H 4.44451 0.74231 -3.77109
H 2.58559 1.86971 -2.60384
H 4.73147 1.61917 1.08441
H 6.58596 0.48280 -0.05975
H 2.16783 -0.31637 5.13289
H 0.30408 -1.61343 3.81895

11.
105
Properties=species:S:1:pos:R:3 method="wB97M-V/def2-TZVPD" total_charge=0 lumo_energy_ev=-0.23 max_force_ev_per_a=0.6 homo_energy_ha=-0.241
Zn 0.84428 -0.26596 1.37717
S 2.14243 -1.98928 0.75759
C 1.36291 -3.15084 1.85378
C 1.86419 -4.45402 1.84764
C 1.34116 -5.44449 2.65674
C 0.28248 -5.14471 3.50443
C -0.22688 -3.86037 3.52423
C 0.29196 -2.84570 2.71540
S -0.47788 -1.25319 2.88436
H 2.68906 -4.68232 1.18452
H 1.75606 -6.44372 2.62551
H -0.14516 -5.90395 4.14628
H -1.05265 -3.61764 4.18183
C -2.24330 2.64590 -5.36116
S -3.64990 1.95069 -4.47889
C -3.18417 0.20115 -4.53381
C -2.07066 -0.19245 -3.57465
C -2.49415 -0.03647 -2.12069
N -1.47448 -0.47651 -1.15558
P -1.53675 -2.02386 -0.36678
C -1.89763 -3.08211 -1.82732
C -0.79043 -3.64744 -2.45856
C -0.93688 -4.39108 -3.61910
C -2.20087 -4.60096 -4.15266
C -3.31523 -4.07519 -3.51377
C -3.16245 -3.32339 -2.35736
C -3.16282 -1.97275 0.45493
C -3.66408 -3.15991 0.98653
C -4.83015 -3.16294 1.73114
C -5.50826 -1.97324 1.96836
C -5.00863 -0.78577 1.45916
C -3.84034 -0.78653 0.70864
P -0.26249 0.56066 -0.62468
C -1.05371 2.17772 -0.39707
C -1.32170 3.08396 -1.41973
C -1.99514 4.26563 -1.15387
C -2.41295 4.55133 0.13825
C -2.16225 3.65164 1.16479
C -1.48600 2.47218 0.89534
C 0.88377 0.78098 -2.02044
C 1.55395 1.97751 -2.26591
C 2.51071 2.05659 -3.26716
C 2.82062 0.93410 -4.02114
C 2.17302 -0.26774 -3.76917
C 1.21363 -0.34454 -2.77326
H -2.38934 3.72308 -5.41993
H -2.18582 2.25114 -6.37546
H -1.29743 2.45717 -4.85408
H -2.90308 -0.03530 -5.56240
H -4.09133 -0.36762 -4.31809
H -1.17108 0.38899 -3.78887
H -1.80867 -1.23986 -3.74932
H -3.39109 -0.63723 -1.95320
H -2.77904 0.99676 -1.90785
H 0.19559 -3.51168 -2.02569
H -0.06669 -4.81920 -4.09946
H -2.31936 -5.18780 -5.05413
H -4.30502 -4.25042 -3.91487
H -4.03927 -2.91886 -1.86534
H -3.13285 -4.09194 0.82665
H -5.20631 -4.09283 2.13650
H -6.41836 -1.97510 2.55372
H -5.52600 0.14676 1.64448
H -3.45603 0.15116 0.32281
H -1.01233 2.86317 -2.43336
H -2.20159 4.95759 -1.95881
H -2.93909 5.47394 0.34364
H -2.49104 3.86731 2.17219
H -1.29513 1.76745 1.69997
H 1.33411 2.85980 -1.67558
H 3.01641 2.99570 -3.45137
H 3.56838 0.99377 -4.80112
H 2.41787 -1.14970 -4.34592
H 0.71216 -1.28418 -2.58145
N 6.68574 3.85125 -0.04092
C 5.40678 4.29974 -0.06170
O 5.10755 5.44615 -0.32331
C 4.35149 3.27584 0.26115
C 4.48489 1.93095 -0.04022
C 3.43964 1.07005 0.26159
N 2.32456 1.48127 0.85942
C 2.20738 2.77540 1.16426
C 3.17746 3.71071 0.86341
H 7.41899 4.51598 -0.21913
H 6.92175 2.94126 0.30936
H 5.35944 1.53868 -0.54147
H 3.50256 0.01799 0.02097
H 1.29119 3.06386 1.66525
H 3.03868 4.75712 1.09267
C 4.31932 1.87214 4.02564
O 3.06255 1.83670 4.69054
P 1.94440 0.78087 4.10468
O 0.90917 0.90239 5.34627
C -0.30953 1.60183 5.10639
O 2.61916 -0.64298 4.39416
C 2.44835 -1.41843 5.58040
H 5.10357 1.88484 4.78180
H 4.39104 2.77748 3.41865
H 4.47081 0.99550 3.39047
H -0.92526 1.48430 5.99560
H -0.84029 1.17487 4.25341
H -0.12343 2.66613 4.94236
H 2.95026 -2.36685 5.40300
H 1.38812 -1.59335 5.75822
H 2.89286 -0.91477 6.43955